(1)
ORCA calculation (ωB97M-V/def2-TZVPD) on CH3Br2ClOSi as an isolated structure.

Atoms and positions in Å:
C1 -0.905 0.139 0.614
O1 -0.758 1.399 0.096
Si1 -1.320 2.853 0.603
Cl1 -0.128 4.256 -0.094
Br1 -3.496 2.733 0.527
Br2 -0.376 2.537 3.452
H1 -1.974 -0.128 0.987
H2 -0.436 0.328 1.616
H3 -0.496 -0.594 -0.072

HOMO	-9.52	eV
Kohn-Sham gap	8.06	eV
2S+1	1

For each atom in turn, the natural (NBO) charge in e is:
1 C -0.2648
2 O -0.9181
3 Si 1.6171
4 Cl -0.2828
5 Br -0.2063
6 Br -0.5420
7 H 0.1738
8 H 0.2195
9 H 0.2038

(2)
ORCA calculation (ωB97M-V/def2-TZVPD) on one molecule with the formula CH3Br2IOSi.

Atoms and positions in Å:
C1 1.475 -0.343 -0.125
O1 0.359 0.185 -0.755
Si1 -1.130 0.197 -0.251
Br1 -2.181 1.352 -1.730
Br2 -1.479 1.944 1.844
I1 -2.097 -1.765 0.804
H1 2.334 0.251 -0.351
H2 1.567 -1.346 -0.391
H3 1.153 -0.476 0.955

SMILES	CO[Si](Br)(Br)I
HOMO	-9.57	eV
Kohn-Sham gap	8.78	eV
2S+1	1

For each atom in turn, the natural (NBO) charge in e is:
1 C -0.2347
2 O -0.9369
3 Si 1.3956
4 Br -0.2233
5 Br -0.4785
6 I -0.0978
7 H 0.2080
8 H 0.1841
9 H 0.1835

(3)
ORCA calculation (ωB97M-V/def2-TZVPD) on an isolated ion of composition CH3Br2N2 and charge +1.

Atoms and positions in Å:
N1 0.083 0.313 -0.195
C1 -0.221 -0.508 0.746
N2 -1.533 -1.480 0.723
Br1 -3.166 -0.710 0.572
Br2 -1.268 -3.116 1.714
H1 1.093 0.617 -0.053
H2 -0.504 0.618 -0.965
H3 0.568 -0.749 1.383

SMILES	[NH2+]=CN(Br)Br
net charge	+1
HOMO	-13.88	eV
Kohn-Sham gap	8.34	eV
2S+1	1

For each atom in turn, the natural (NBO) charge in e is:
1 N -0.6454
2 C 0.4497
3 N -0.6960
4 Br 0.3872
5 Br 0.3529
6 H 0.4633
7 H 0.4662
8 H 0.2220

(4)
ORCA calculation (ωB97M-V/def2-TZVPD) on CH3Br2OP as an isolated structure.

Atoms and positions in Å:
C1 -0.952 0.300 -0.530
O1 -0.824 0.405 0.904
P1 1.278 -0.204 1.512
Br1 1.480 -2.251 0.680
Br2 2.208 0.846 -0.168
H1 -1.968 0.763 -0.572
H2 -1.016 -0.747 -0.762
H3 -0.205 0.888 -1.065

HOMO (alpha / beta)	-9.83 / -9.83	eV
Kohn-Sham gap (alpha / beta)	8.88 / 8.88	eV
2S+1	1

For each atom in turn, the natural (NBO) charge in e is:
1 C -0.2779
2 O -0.6962
3 P 0.7931
4 Br -0.1935
5 Br -0.1780
6 H 0.2068
7 H 0.1725
8 H 0.1732

(5)
ORCA calculation (ωB97M-V/def2-TZVPD) on a 2-piece molecular cluster, CH3Br2OP overall.

Atoms and positions in Å:
C1 0.073 0.117 -0.267
O1 1.330 -0.277 -0.573
P1 -2.664 -0.982 -0.901
Br1 -1.448 -2.886 -0.890
Br2 -2.388 -0.530 -3.063
H1 -0.354 0.893 -0.878
H2 -0.389 -0.138 0.671
H3 1.696 -0.793 0.160

HOMO (alpha / beta)	-7.60 / -8.19	eV
Kohn-Sham gap (alpha / beta)	6.28 / 8.29	eV
2S+1	1

For each atom in turn, the natural (NBO) charge in e is:
1 C -0.0302
2 O -0.6506
3 P 0.3392
4 Br -0.2553
5 Br -0.2250
6 H 0.1722
7 H 0.1607
8 H 0.4892

(6)
ORCA calculation (ωB97M-V/def2-TZVPD) on CH3Br2PS as an isolated structure.

Atoms and positions in Å:
C1 0.024 1.860 0.103
P1 -0.080 -2.580 -0.080
S1 0.527 -1.353 -1.542
Br1 0.641 3.563 0.456
Br2 -1.789 1.522 0.082
H1 0.654 1.202 -0.477
H2 0.975 -2.462 0.826
H3 -0.951 -1.752 0.633

HOMO (alpha / beta)	-9.41 / -8.30	eV
Kohn-Sham gap (alpha / beta)	8.92 / 5.90	eV
2S+1	1

For each atom in turn, the natural (NBO) charge in e is:
1 C -0.4601
2 P 0.2722
3 S -0.2522
4 Br 0.1279
5 Br 0.1250
6 H 0.2057
7 H -0.0102
8 H -0.0083

(7)
ORCA calculation (ωB97M-V/def2-TZVPD) on CH3Br2S3SbSr as an isolated structure.

Atoms and positions in Å:
Sr1 0.000 0.000 0.000
Br1 2.237 1.907 -1.179
C1 2.771 -0.286 -1.661
Br2 1.773 -2.320 -1.226
H1 3.739 -0.397 -1.168
H2 2.802 -0.277 -2.753
S1 -1.161 -1.889 3.729
Sb1 -0.893 0.122 3.569
S2 1.457 -0.189 2.651
S3 -2.534 0.260 1.632
H3 -1.216 0.156 -2.054

expectation value of S²	0.770
net charge	-1
HOMO (alpha / beta)	-4.00 / -3.88	eV
Kohn-Sham gap (alpha / beta)	3.29 / 3.18	eV
2S+1	2

For each atom in turn, the natural (NBO) charge in e is:
1 Sr 1.6466
2 Br -0.0907
3 C -0.3253
4 Br -0.0843
5 H 0.1967
6 H 0.1926
7 S -0.5890
8 Sb 0.8413
9 S -1.1624
10 S -0.8978
11 H -0.7278

(8)
ORCA calculation (ωB97M-V/def2-TZVPD) on one molecule with the formula CH3Br3Si.

Atoms and positions in Å:
Br1 2.098 0.973 -0.098
C1 0.306 0.410 0.335
Si1 0.069 -1.486 0.104
Br2 1.581 -2.795 1.138
Br3 -1.915 -2.156 0.614
H1 -0.541 0.824 -0.255
H2 -0.029 0.651 1.266
H3 0.073 -1.535 -1.323

SMILES	BrC[SiH](Br)Br
HOMO	-10.22	eV
Kohn-Sham gap	10.64	eV
2S+1	1

For each atom in turn, the natural (NBO) charge in e is:
1 Br 0.0563
2 C -0.9119
3 Si 1.0999
4 Br -0.2705
5 Br -0.2646
6 H 0.2497
7 H 0.2261
8 H -0.1850

(9)
ORCA calculation (ωB97M-V/def2-TZVPD) on one molecule with the formula CH3BrCl2Si.

Atoms and positions in Å:
C1 -2.173 -0.430 0.373
Si1 -0.213 -0.083 -0.024
Cl1 -2.600 -1.289 1.692
Cl2 -2.260 -1.759 -1.313
Br1 -3.310 0.969 -0.262
H1 0.152 -1.450 -0.362
H2 -0.523 0.841 -1.091
H3 0.346 0.656 1.084

expectation value of S²	2.007
HOMO (alpha / beta)	-6.83 / -10.08	eV
Kohn-Sham gap (alpha / beta)	7.17 / 6.07	eV
2S+1	3

For each atom in turn, the natural (NBO) charge in e is:
1 C -0.6672
2 Si 0.9199
3 Cl 0.1576
4 Cl -0.1851
5 Br 0.1671
6 H -0.1122
7 H -0.1378
8 H -0.1422

(10)
ORCA calculation (ωB97M-V/def2-TZVPD) on a 2-piece molecular cluster, CH3BrClN overall.

Atoms and positions in Å:
H1 -1.262 1.585 -1.351
N1 -0.639 1.580 -0.507
C1 -0.650 0.733 0.372
Cl1 -1.891 -0.585 0.468
H2 0.210 0.718 1.160
Br1 2.694 -2.386 -0.262
H3 1.539 -1.645 0.121

SMILES	[H]/N=C\Cl.Br
HOMO	-10.68	eV
Kohn-Sham gap	11.32	eV
2S+1	1

For each atom in turn, the natural (NBO) charge in e is:
1 H 0.3839
2 N -0.6121
3 C 0.1253
4 Cl -0.1031
5 H 0.2063
6 Br -0.1962
7 H 0.1959

(11)
ORCA calculation (ωB97M-V/def2-TZVPD) on a 2-piece molecular cluster, CH3BrClN overall.

Atoms and positions in Å:
C1 -0.069 -0.187 0.002
N1 -0.416 -2.220 -0.387
Cl1 0.052 -2.533 -2.113
Br1 0.782 -3.003 0.882
H1 0.916 -0.264 -0.472
H2 -0.830 0.218 -0.633
H3 -0.235 -0.161 1.143

HOMO (alpha / beta)	-9.20 / -9.20	eV
Kohn-Sham gap (alpha / beta)	8.41 / 8.41	eV
2S+1	1

For each atom in turn, the natural (NBO) charge in e is:
1 C -0.3052
2 N -0.5531
3 Cl 0.0611
4 Br 0.1552
5 H 0.2146
6 H 0.2002
7 H 0.2273

(12)
ORCA calculation (ωB97M-V/def2-TZVPD) on CH3BrClN as an isolated structure.

Atoms and positions in Å:
C1 -0.889 0.199 -0.008
N1 0.942 -0.212 0.594
Cl1 1.209 -1.818 -0.005
Br1 2.046 1.065 -0.163
H1 -1.108 1.159 0.280
H2 -0.705 0.165 -1.099
H3 -1.495 -0.557 0.401

HOMO	-9.16	eV
Kohn-Sham gap	8.87	eV
2S+1	1

For each atom in turn, the natural (NBO) charge in e is:
1 C -0.3087
2 N -0.5785
3 Cl 0.1019
4 Br 0.1938
5 H 0.1903
6 H 0.2003
7 H 0.2009

Calculated relative energy (zero: lowest compared OMol25 entry of this formula, charge and spin), 2.550, 1.052, 0.287, 2.953, 3.745, 4.837, 0.000, 0.540, 4.328, 0.808, 4.323, 3.739 eV (same order as the records).